# CH5Cl2N2OP

One molecule with the formula CH5Cl2N2OP (ωB97M-V with the def2-TZVPD basis set, OMol25).

```
12
Properties=species:S:1:pos:R:3:forces:R:3:lowdin_charge:R:1
C 1.2309 -0.4535 -0.5993 -0.1 1.3 0.3 -1.23
N -1.0589 -1.2695 0.4859 -1.6 2.7 -2.5 -0.07
N -0.9604 1.1454 -0.4848 1.8 -0.3 -4.2 -0.11
O 0.4729 1.3826 2.0238 -2.0 -4.2 -4.4 -0.59
P -0.1710 0.1240 0.4414 3.6 2.4 6.9 0.65
Cl 2.3185 -1.6456 0.1044 -0.7 0.3 -0.3 0.59
Cl 2.0440 1.0364 -1.1258 0.7 0.0 0.0 0.59
H 0.6611 -0.7260 -1.4633 0.3 -1.2 -0.7 0.02
H -0.8491 -1.8904 1.1531 1.1 -2.9 3.1 0.00
H -2.0583 -1.1091 0.4641 0.0 0.0 -0.1 0.07
H -0.1593 1.6171 -1.0091 -1.7 -0.2 0.6 0.04
H -1.4704 1.7886 0.0095 -1.4 2.1 1.5 0.03
```
Forces are in eV/Å.

Results
Frontier orbital gap: 8.9 eV
HOMO energy: -8.7 eV
Molecular weight: 162.94 g mol⁻¹
Largest force on an atom: 0.15837 hartree/bohr
SMILES string: NP(N)(=O)C(Cl)Cl
DFT total energy: -1487.4823 hartree